# 1
107
Properties=species:S:1:pos:R:3 method="wB97M-V/def2-TZVPD" e_tot_ev=-163805.7966 de_lowest_kcal_mol=0.00 s_squared=3.761 mol_weight_g_mol=815.806 homo_ev="-6.8 / -6.9" multiplicity=4
Co -0.96 0.34 -1.14
C -2.95 5.66 2.88
C -2.14 5.95 1.61
C -3.06 6.66 0.61
C -0.95 6.86 1.97
C -1.59 4.66 0.99
C -1.10 4.66 -0.30
C -0.65 3.47 -0.86
N -0.69 2.31 -0.23
C -1.12 2.30 1.03
C -1.57 3.45 1.67
C -1.21 0.96 1.69
C -1.08 0.80 3.05
C -1.17 -0.47 3.63
C -1.42 -1.52 2.76
C -1.51 -1.27 1.40
N -1.39 -0.06 0.86
C -0.93 -0.66 5.12
C -1.92 0.20 5.92
C 0.51 -0.22 5.44
C -1.10 -2.12 5.54
H -3.38 6.60 3.25
H -2.32 5.26 3.68
H -3.76 4.96 2.69
H -3.56 7.50 1.10
H -3.82 5.98 0.22
H -2.50 7.06 -0.24
H -1.32 7.80 2.39
H -0.36 7.09 1.08
H -0.30 6.38 2.70
H -1.07 5.56 -0.90
H -0.28 3.44 -1.88
H -1.94 3.36 2.68
H -0.87 1.67 3.67
H -1.52 -2.53 3.11
H -1.66 -2.08 0.70
H -1.80 1.27 5.69
H -1.76 0.07 6.99
H -2.95 -0.08 5.69
H 0.66 0.84 5.23
H 1.23 -0.79 4.84
H 0.72 -0.40 6.50
H -2.11 -2.48 5.34
H -0.92 -2.21 6.61
H -0.39 -2.77 5.03
C 3.81 -6.33 -0.90
C 2.77 -5.84 -1.91
C 1.69 -6.93 -2.06
C 3.46 -5.64 -3.27
C 2.14 -4.51 -1.48
C 0.94 -4.07 -2.04
C 0.47 -2.81 -1.72
Br -1.25 -2.31 -2.39
C 1.13 -1.88 -0.89
O 0.72 -0.65 -0.75
C 2.27 -2.38 -0.23
C 2.74 -3.66 -0.56
C 2.97 -1.63 0.93
C 4.51 -1.68 0.79
C 2.57 -2.32 2.25
C 2.58 -0.15 1.04
H 4.18 -7.31 -1.21
H 3.38 -6.42 0.10
H 4.67 -5.66 -0.85
H 2.17 -7.90 -2.25
H 1.03 -6.73 -2.91
H 1.09 -7.01 -1.16
H 3.95 -6.56 -3.60
H 4.22 -4.85 -3.20
H 2.74 -5.34 -4.03
H 0.37 -4.69 -2.71
H 3.62 -4.02 -0.05
H 4.91 -2.69 0.93
H 4.96 -1.04 1.55
H 4.82 -1.33 -0.20
H 2.80 -3.38 2.23
H 1.49 -2.21 2.42
H 3.11 -1.86 3.09
H 2.81 0.40 0.12
H 3.15 0.29 1.86
H 1.51 -0.03 1.24
C -5.22 1.59 -1.47
C -5.26 1.90 -2.83
C -4.14 1.70 -3.61
C -2.97 1.19 -3.02
C -2.88 0.88 -1.65
C -4.04 1.10 -0.91
C -1.73 1.00 -3.83
C -1.76 0.87 -5.24
C -0.60 0.70 -5.93
C 0.63 0.71 -5.24
C 1.88 0.61 -5.90
C 3.04 0.66 -5.18
C 3.00 0.82 -3.78
C 1.81 0.90 -3.11
C 0.59 0.83 -3.83
N -0.60 0.92 -3.15
H -6.10 1.74 -0.86
H -6.17 2.31 -3.27
H -4.16 1.96 -4.66
H -4.05 0.88 0.16
H -2.71 0.87 -5.76
H -0.61 0.55 -7.00
H 1.90 0.51 -6.98
H 3.99 0.60 -5.69
H 3.92 0.87 -3.22
H 1.77 1.00 -2.04

=====

# 2
112
Properties=species:S:1:pos:R:3 method="wB97M-V/def2-TZVPD" e_tot_ev=-71890.9217 charge=+1 mol_weight_g_mol=789.973 homo_ev=-8.2
C 1.40 2.50 5.77
C 0.55 1.23 5.88
C -0.58 1.39 6.91
C 1.43 0.03 6.15
C 1.76 -0.31 7.47
C 2.73 -1.26 7.76
C 3.41 -1.89 6.72
C 3.10 -1.60 5.39
C 3.88 -2.33 4.30
C 3.49 -3.80 4.24
C 5.38 -2.11 4.46
C 2.08 -0.67 5.11
N 1.80 -0.34 3.73
N 2.84 0.10 2.96
N 2.30 0.37 1.74
C 3.12 0.83 0.64
C 3.22 0.07 -0.55
C 2.68 -1.36 -0.60
C 3.51 -2.27 0.32
C 2.55 -1.93 -2.01
C 3.92 0.60 -1.63
C 4.56 1.83 -1.52
C 4.52 2.53 -0.32
C 3.80 2.04 0.77
C 3.75 2.88 2.05
C 3.03 4.20 1.80
C 5.16 3.04 2.62
C 0.93 0.14 1.75
C 0.11 0.33 0.59
C 0.17 1.52 -0.17
C -0.62 1.67 -1.30
C -0.60 3.00 -2.00
F -0.79 2.88 -3.35
F -1.60 3.82 -1.52
F 0.58 3.67 -1.81
C -1.47 0.66 -1.73
C -1.50 -0.53 -1.01
C -2.36 -1.65 -1.52
F -2.20 -2.81 -0.81
F -3.71 -1.33 -1.44
F -2.12 -1.94 -2.83
C -0.79 -0.68 0.17
C 0.59 -0.33 3.01
C -0.71 -0.64 3.42
H 2.19 2.37 5.01
H 0.80 3.37 5.48
H 1.89 2.72 6.73
H 0.07 1.06 4.91
H -1.12 0.45 7.01
H -0.20 1.69 7.89
H -1.29 2.15 6.58
H 1.25 0.20 8.30
H 2.97 -1.49 8.79
H 4.20 -2.61 6.95
H 3.59 -1.87 3.36
H 2.41 -3.90 4.13
H 3.97 -4.30 3.38
H 3.80 -4.33 5.16
H 5.59 -1.03 4.45
H 5.75 -2.53 5.41
H 5.93 -2.58 3.64
H 1.66 -1.32 -0.19
H 3.58 -1.84 1.33
H 3.05 -3.26 0.39
H 4.53 -2.37 -0.07
H 1.96 -1.26 -2.65
H 3.53 -2.10 -2.48
H 2.03 -2.89 -1.97
H 3.98 0.04 -2.55
H 5.11 2.23 -2.37
H 5.06 3.48 -0.22
H 3.17 2.31 2.78
H 2.05 4.02 1.35
H 2.89 4.74 2.74
H 3.61 4.85 1.12
H 5.58 2.05 2.82
H 5.82 3.56 1.92
H 5.13 3.60 3.56
H 0.82 2.33 0.15
H -2.09 0.79 -2.60
H -0.89 -1.58 0.77
H -1.49 -0.58 2.67
H -0.86 -0.99 4.44
C -9.14 -1.85 1.87
C -7.81 -2.58 1.65
C -6.93 -1.91 0.59
N -6.79 -0.47 0.87
C -5.61 0.10 0.92
C -5.47 1.54 0.99
C -6.17 2.29 1.97
C -6.12 3.68 1.97
C -5.37 4.34 0.98
C -4.68 3.62 0.00
C -4.71 2.22 0.02
C -8.10 0.22 0.82
C -9.03 -0.32 1.91
H -9.82 -2.13 1.05
H -9.60 -2.21 2.80
H -7.25 -2.65 2.60
H -7.99 -3.61 1.33
H -5.93 -2.34 0.54
H -7.42 -2.01 -0.39
H -4.74 -0.53 0.68
H -6.73 1.75 2.75
H -6.65 4.24 2.74
H -5.32 5.44 0.99
H -4.10 4.14 -0.75
H -4.17 1.64 -0.73
H -8.02 1.31 0.88
H -8.56 -0.03 -0.15
H -10.02 0.12 1.79
H -8.68 0.01 2.90

=====

# 3
118
Properties=species:S:1:pos:R:3 method="wB97M-V/def2-TZVPD" e_tot_ev=-268612.0029 de_lowest_kcal_mol=0.00 charge=+2 mol_weight_g_mol=1250.900 homo_ev=-12.8
Pb -0.09 0.43 0.06
C 3.57 -0.31 1.47
As 2.14 -1.34 0.65
C 1.76 -2.60 2.07
C 3.14 -2.57 -0.50
C 3.69 -2.21 -1.88
C 4.32 -0.82 -1.90
C 2.62 -2.38 -2.99
As 1.67 -0.95 -3.90
C 2.86 0.38 -4.59
C 0.93 -1.82 -5.44
C 4.74 -3.31 -2.24
As 6.51 -3.66 -1.35
C 7.53 -2.26 -2.27
C 6.50 -2.78 0.41
H 4.43 -0.96 1.62
H 3.22 0.05 2.43
H 3.84 0.53 0.84
H 2.69 -3.10 2.37
H 1.04 -3.35 1.73
H 1.35 -2.07 2.92
H 2.54 -3.49 -0.55
H 3.99 -2.80 0.14
H 3.58 -0.04 -1.71
H 4.80 -0.63 -2.87
H 5.09 -0.74 -1.14
H 1.87 -3.13 -2.73
H 3.11 -2.73 -3.90
H 3.58 -0.12 -5.24
H 3.38 0.90 -3.79
H 2.25 1.07 -5.16
H 1.70 -2.37 -5.97
H 0.50 -1.05 -6.08
H 0.14 -2.51 -5.13
H 5.07 -3.13 -3.27
H 4.24 -4.28 -2.25
H 7.45 -2.41 -3.34
H 8.58 -2.37 -2.00
H 7.20 -1.25 -2.01
H 5.92 -3.35 1.14
H 6.19 -1.74 0.40
H 7.54 -2.82 0.74
O 0.95 1.61 1.79
C 1.72 2.58 1.75
C 2.35 3.18 0.62
C 3.12 4.33 0.91
C 3.75 5.01 -0.09
C 3.63 4.60 -1.42
C 2.90 3.49 -1.73
C 2.25 2.71 -0.73
O 1.59 1.65 -1.08
N 4.55 6.20 0.24
O 5.09 6.76 -0.69
O 4.61 6.53 1.40
H 1.96 3.06 2.71
H 3.22 4.68 1.93
H 4.12 5.18 -2.19
H 2.77 3.19 -2.76
C -2.79 -2.92 -0.40
C -1.36 -3.02 0.07
O -0.41 -2.62 -0.96
H -3.47 -3.19 0.40
H -2.98 -3.59 -1.25
H -3.02 -1.89 -0.71
H -1.12 -4.04 0.40
H -1.19 -2.35 0.91
H -0.60 -3.16 -1.73
F -5.86 4.34 -3.52
C -5.94 3.03 -3.25
F -6.79 2.48 -4.12
F -6.47 2.90 -2.03
C -4.58 2.38 -3.31
C -3.47 3.09 -2.85
C -2.23 2.49 -2.85
C -2.09 1.17 -3.31
C -3.20 0.48 -3.78
C -4.45 1.08 -3.78
C -0.81 0.53 -3.27
C 0.23 -0.07 -3.16
H -3.59 4.10 -2.49
H -1.36 3.02 -2.49
H -3.10 -0.54 -4.13
H -5.32 0.55 -4.14
O -1.83 -0.10 1.70
P -2.94 0.03 2.73
C -3.72 1.64 2.64
C -4.80 1.95 3.46
C -5.38 3.21 3.39
C -4.89 4.15 2.50
C -3.81 3.85 1.68
C -3.23 2.59 1.75
C -4.22 -1.20 2.46
C -4.10 -2.48 3.02
C -5.03 -3.46 2.70
C -6.07 -3.17 1.83
C -6.19 -1.90 1.27
C -5.27 -0.91 1.59
C -2.29 -0.19 4.39
C -3.11 -0.53 5.47
C -2.56 -0.62 6.74
C -1.21 -0.37 6.94
C -0.40 -0.03 5.87
C -0.94 0.06 4.59
H -5.19 1.22 4.16
H -6.22 3.45 4.03
H -5.34 5.13 2.45
H -3.43 4.59 0.99
H -2.39 2.34 1.11
H -3.29 -2.71 3.69
H -4.95 -4.44 3.14
H -6.80 -3.93 1.59
H -7.01 -1.67 0.61
H -5.37 0.08 1.17
H -4.16 -0.74 5.32
H -3.19 -0.88 7.58
H -0.79 -0.43 7.94
H 0.65 0.18 6.03
H -0.31 0.34 3.75

=====

# 4
117
Properties=species:S:1:pos:R:3 method="wB97M-V/def2-TZVPD" e_tot_ev=-224627.2007 de_lowest_kcal_mol=63.68 charge=-1 s_squared=0.756 mol_weight_g_mol=1309.640 homo_ev="-4.2 / -4.4" multiplicity=2
Pb 0.78 0.84 -0.09
C 4.08 4.22 -0.89
O 2.93 4.81 -0.34
C 1.86 4.79 -1.21
C 1.24 5.99 -1.53
C 0.12 6.02 -2.32
C -0.41 4.85 -2.74
C 0.12 3.61 -2.44
C -0.63 2.46 -2.85
N -0.62 1.31 -2.24
N -1.09 0.23 -2.92
C -1.01 -0.91 -2.28
O -0.43 -1.20 -1.19
C -1.44 -2.10 -3.06
C -1.39 -2.07 -4.44
C -1.66 -3.22 -5.21
C -1.88 -4.41 -4.58
C -1.93 -4.44 -3.18
C -1.71 -3.28 -2.42
C 1.26 3.57 -1.60
O 1.91 2.49 -1.18
H 4.95 4.81 -0.51
H 4.16 3.16 -0.64
H 4.09 4.20 -1.97
H 1.72 6.94 -1.27
H -0.40 6.99 -2.56
H -1.37 4.95 -3.33
H -1.26 2.57 -3.76
H -1.33 -1.09 -4.85
H -1.60 -3.23 -6.30
H -1.92 -5.37 -5.02
H -2.05 -5.44 -2.70
H -1.77 -3.32 -1.38
S -0.31 2.37 3.75
C -0.70 0.67 3.51
C -1.41 0.08 4.56
C -1.58 -1.32 4.56
C -1.15 -2.06 3.43
C -0.53 -1.33 2.43
N -0.28 0.00 2.41
H -1.66 0.72 5.40
H -2.07 -1.77 5.43
H -1.25 -3.09 3.30
H -0.09 -1.83 1.53
C 3.36 -0.50 4.23
Si 4.30 -1.01 2.69
C 5.43 0.38 2.02
C 5.43 -2.38 3.26
Ge 2.96 -1.87 0.87
Si 2.24 -4.08 1.30
C 3.44 -5.44 0.71
C 1.82 -4.35 3.18
C 0.60 -4.48 0.43
Si 3.71 -1.88 -1.44
C 2.40 -2.67 -2.49
C 3.99 -0.13 -2.11
C 5.23 -2.96 -1.60
H 4.05 -0.27 5.04
H 2.70 -1.31 4.61
H 2.71 0.36 4.00
H 5.90 1.07 2.79
H 4.82 1.07 1.45
H 6.20 0.01 1.39
H 6.30 -1.89 3.81
H 5.87 -2.78 2.35
H 4.94 -3.18 3.80
H 4.51 -5.13 0.73
H 3.08 -5.60 -0.32
H 3.34 -6.38 1.27
H 2.29 -3.58 3.74
H 2.10 -5.32 3.61
H 0.75 -4.31 3.27
H -0.21 -3.88 0.82
H 0.37 -5.51 0.70
H 0.67 -4.28 -0.68
H 1.39 -2.29 -2.33
H 2.26 -3.75 -2.29
H 2.75 -2.59 -3.60
H 3.08 0.43 -2.32
H 4.50 0.00 -3.03
H 4.56 0.35 -1.26
H 4.93 -4.03 -1.81
H 5.85 -2.95 -0.69
H 5.79 -2.64 -2.48
C -5.03 0.32 4.28
C -4.79 -0.68 3.32
C -4.15 -0.31 2.13
C -3.76 1.03 1.92
C -3.96 1.98 2.90
C -4.63 1.62 4.07
As -2.61 1.32 0.25
C -2.90 3.23 -0.04
C -2.29 4.35 0.59
C -2.51 5.62 0.10
C -3.48 5.80 -0.89
C -4.14 4.75 -1.49
C -3.87 3.43 -1.08
C -4.31 2.23 -1.75
C -5.22 2.21 -2.78
C -5.78 1.01 -3.23
C -5.33 -0.18 -2.68
C -4.46 -0.21 -1.60
C -3.94 1.02 -1.22
H -5.59 0.13 5.22
H -5.03 -1.73 3.57
H -3.92 -1.06 1.33
H -3.55 2.95 2.75
H -4.78 2.38 4.83
H -1.50 4.15 1.33
H -1.94 6.50 0.42
H -3.76 6.81 -1.32
H -4.70 4.97 -2.35
H -5.56 3.16 -3.18
H -6.46 0.96 -4.10
H -5.73 -1.06 -3.04
H -4.15 -1.15 -1.19
Te 1.18 3.09 1.98